The following is a DFT calculation (ωB97M-V with the def2-TZVPD basis set) of a molecular structure, C34H28LaN8O4.

Geometry as ORCA input:
```
! wB97M-V def2-TZVPD RIJCOSX def2/J DEFGRID3
* xyz -1 1
La -0.1017 0.5419 0.2450
O -0.1357 -0.1467 2.5024
C -0.8512 -0.9832 3.1298
C -0.2476 -1.7875 4.1220
C -1.0367 -2.5430 4.9575
C -2.4308 -2.6626 4.8080
C -3.0282 -1.9088 3.8681
C -2.2979 -1.0655 3.0302
C -3.0400 -0.1864 2.2586
N -2.5058 0.5928 1.3859
C -3.4204 1.5589 0.7428
C -2.8940 2.9677 0.7769
N -1.4573 3.0265 0.3723
C -0.9318 4.1868 0.2322
C 0.4717 4.4382 -0.0769
C 0.7587 5.7723 -0.3616
C 2.0604 6.1740 -0.6650
C 3.1126 5.2687 -0.4086
C 2.8617 3.9649 0.0243
C 1.5330 3.4430 0.1641
O 1.2494 2.2987 0.6339
H 0.8034 -1.6815 4.1652
H -0.5329 -3.0645 5.7370
H -3.1085 -3.3788 5.2456
H -4.0700 -2.0470 3.7769
H -4.1782 -0.1188 2.4067
H -4.4883 1.4763 1.2041
H -3.5986 1.2481 -0.2935
H -2.9887 3.2783 1.8302
H -3.5255 3.6188 0.1146
H -1.5376 5.0923 0.4593
H -0.0361 6.4802 -0.5391
H 2.2747 7.1661 -0.9220
H 4.1415 5.6661 -0.4767
H 3.6879 3.2781 0.0559
C 4.2829 -1.1865 -0.8912
C 2.9280 -0.5287 -1.0204
N 1.8345 -1.0245 -0.5280
N 1.8480 -2.1817 0.1067
C 0.6221 -2.6314 0.3265
O -0.4447 -1.9872 0.0244
C 0.3713 -3.9948 0.9318
C -0.9613 -4.2729 1.0031
C -1.4579 -5.4605 1.5867
C -0.5906 -6.3744 2.0940
C 0.7866 -6.1546 1.8864
C 1.2324 -4.9666 1.3837
C 2.7093 0.6041 -1.9322
C 3.7987 1.1379 -2.6393
C 3.5987 2.0621 -3.7136
C 2.3116 2.4194 -3.9754
C 1.3413 1.9859 -3.1075
N 1.4672 1.0652 -2.1561
H 5.0750 -0.5088 -0.7518
H 4.4923 -1.8183 -1.8053
H 4.2386 -2.0343 -0.1793
H -1.6975 -3.5725 0.6445
H -2.5228 -5.6943 1.6387
H -0.9445 -7.3022 2.5405
H 1.4896 -6.8572 2.2494
H 2.3165 -4.9303 1.3197
H 4.7831 0.8527 -2.4859
H 4.3990 2.6325 -4.1918
H 1.9846 3.1743 -4.6741
H 0.3327 2.4184 -3.2006
N -1.1302 -1.6987 -2.6376
C -1.6887 -0.4680 -2.7561
O -1.6292 0.3072 -1.7080
C -2.2802 0.0085 -3.9662
C -2.4655 -0.7575 -5.0660
N -2.6307 -1.5059 -5.9327
C -2.8424 1.2980 -3.9149
N -3.4553 2.2855 -3.8771
H -0.7647 -1.9722 -1.7067
H -1.2488 -2.3324 -3.4246
*
```

The HOMO energy comes out at -5.02 eV. For the energy above the lowest of the compared OMol25 structures with the same formula, charge and spin, the calculation gives 25.6 kcal/mol. As for the HOMO-LUMO gap: 6.899 eV.

Results of the Löwdin charge analysis, in e, for atoms 1 through 8:
1 La 2.13
2 O -0.24
3 C -0.38
4 C -0.01
5 C -0.08
6 C -0.12
7 C -0.09
8 C -0.16


The following is a DFT calculation (ωB97M-V with the def2-TZVPD basis set) of a molecular structure, C34H29Cl5N5P2PdSe2.

Geometry as ORCA input:
```
! wB97M-V def2-TZVPD RIJCOSX def2/J DEFGRID3
* xyz 1 1
Pd 0.4871 0.7529 0.2696
Se 5.9744 2.3500 1.7492
P 5.9216 0.3040 1.3198
C 6.2175 -0.7875 2.7381
C 6.8357 -0.2721 3.8735
C 7.1172 -1.1010 4.9509
C 6.7947 -2.4468 4.8872
C 6.1875 -2.9674 3.7518
C 5.8936 -2.1407 2.6816
C 7.0725 -0.2167 0.0310
C 7.0678 0.4785 -1.1782
C 7.9683 0.1441 -2.1707
C 8.8904 -0.8744 -1.9608
C 8.9112 -1.5549 -0.7557
C 8.0020 -1.2275 0.2416
C 4.2920 -0.1919 0.6804
C 3.0103 -0.1798 1.2251
N 2.1673 -0.3675 0.1728
N 2.8725 -0.4815 -0.9346
N 4.1441 -0.4051 -0.6495
P 2.2146 -0.1406 2.8236
Se 0.0480 -0.3516 2.3360
C 2.4835 1.3583 3.7653
C 3.6924 1.5482 4.4309
C 3.9156 2.7226 5.1325
C 2.9493 3.7134 5.1522
C 1.7503 3.5370 4.4734
C 1.5118 2.3604 3.7862
C 2.6991 -1.6005 3.7453
C 2.9159 -1.5858 5.1187
C 3.1566 -2.7792 5.7869
C 3.1550 -3.9770 5.0924
C 2.9223 -3.9937 3.7222
C 2.6970 -2.8104 3.0472
H 7.0923 0.7808 3.8930
H 7.5991 -0.6952 5.8303
H 7.0227 -3.0955 5.7231
H 5.9423 -4.0194 3.7045
H 5.4186 -2.5497 1.7968
H 6.3631 1.2846 -1.3331
H 7.9570 0.6817 -3.1086
H 9.5990 -1.1283 -2.7379
H 9.6367 -2.3377 -0.5829
H 8.0365 -1.7609 1.1827
H 4.4672 0.7958 4.3988
H 4.8591 2.8683 5.6406
H 3.1302 4.6321 5.6940
H 0.9956 4.3116 4.4878
H 0.5685 2.2112 3.2770
H 2.8878 -0.6595 5.6746
H 3.3343 -2.7682 6.8534
H 3.3319 -4.9055 5.6188
H 2.9208 -4.9302 3.1812
H 2.5167 -2.8201 1.9784
Cl -2.5018 2.1613 2.2362
C -1.4735 3.0754 1.1746
C -0.6310 2.4039 0.2984
C 0.1132 3.1963 -0.5546
Cl 1.1697 2.2199 -1.5804
C 0.1269 4.5776 -0.5626
Cl 1.1377 5.4388 -1.6354
C -0.7216 5.2194 0.3418
Cl -0.7741 6.9299 0.3767
C -1.5317 4.4719 1.1991
Cl -2.5787 5.2766 2.2942
N -4.7829 -0.6351 -1.7540
C -3.7270 0.1533 -2.3859
C -2.3873 -0.1564 -1.7122
N -2.6238 -0.1923 -0.2341
H -5.6821 -0.1779 -1.8234
H -3.6236 -0.4534 -0.1079
H -4.8783 -1.5524 -2.1726
H -3.9578 1.2115 -2.2557
H -3.6151 -0.0230 -3.4584
H -1.6406 0.6099 -1.9117
H -1.9812 -1.1242 -2.0005
H -2.0208 -0.8629 0.2363
H -2.4250 0.7094 0.2053
*
```

The HOMO energy comes out at -9.78 eV. As for the HOMO-LUMO gap: 6.406 eV.

Results of the Löwdin charge analysis, in e, for atoms 1 through 8:
1 Pd 0.51
2 Se 0.33
3 P 0.51
4 C -0.37
5 C -0.11
6 C -0.06
7 C -0.07
8 C -0.08


The following is a DFT calculation (ωB97M-V with the def2-TZVPD basis set) of a molecular structure, C34H29CrF5NP2S4Sb.

Geometry as ORCA input:
```
! wB97M-V def2-TZVPD RIJCOSX def2/J DEFGRID3
* xyz -1 2
Cr 0.0764 0.1892 0.0997
C -2.4610 -1.0581 -2.0573
N -2.3138 -2.4771 -1.7952
C -1.3184 -3.0063 -0.8826
P -0.8794 -2.0137 0.6234
C 0.0315 -3.4150 1.3987
C 1.2166 -3.8312 0.7922
C 1.9127 -4.9253 1.2773
C 1.4468 -5.6109 2.3913
C 0.2684 -5.2080 3.0006
C -0.4422 -4.1195 2.5024
C -2.4256 -1.9688 1.5873
C -2.3516 -1.4193 2.8712
C -3.4794 -1.3460 3.6692
C -4.7031 -1.8019 3.1877
C -4.7876 -2.3401 1.9145
C -3.6494 -2.4290 1.1155
C -3.2290 -3.3504 -2.3779
C -4.4825 -2.8947 -2.8081
C -5.3853 -3.7664 -3.3993
C -5.0766 -5.1093 -3.5689
C -3.8368 -5.5679 -3.1404
C -2.9190 -4.7061 -2.5593
P -0.9488 0.0031 -1.9692
C 0.2516 -0.7080 -3.1519
C 1.4321 0.0150 -3.3564
C 2.4261 -0.4840 -4.1851
C 2.2553 -1.7085 -4.8209
C 1.0819 -2.4229 -4.6359
C 0.0831 -1.9280 -3.8029
C -1.6076 1.4424 -2.8810
C -1.5768 1.4469 -4.2770
C -2.0917 2.5235 -4.9828
C -2.6301 3.6094 -4.3021
C -2.6621 3.6096 -2.9161
C -2.1576 2.5271 -2.2070
H -3.1572 -0.5591 -1.3694
H -2.8551 -0.9290 -3.0621
H -0.3526 -3.1670 -1.3698
H -1.6525 -3.9702 -0.5154
H 1.6105 -3.2879 -0.0554
H 2.8410 -5.2220 0.8027
H 2.0039 -6.4523 2.7866
H -0.1115 -5.7421 3.8641
H -1.3657 -3.8340 2.9835
H -1.4073 -1.0304 3.2335
H -3.4117 -0.9036 4.6561
H -5.5904 -1.7308 3.8058
H -5.7389 -2.6943 1.5326
H -3.7305 -2.8620 0.1251
H -4.7610 -1.8582 -2.6655
H -6.3500 -3.3879 -3.7175
H -5.7869 -5.7857 -4.0275
H -3.5688 -6.6105 -3.2717
H -1.9505 -5.0867 -2.2591
H 1.5702 0.9669 -2.8547
H 3.3396 0.0824 -4.3259
H 3.0373 -2.1048 -5.4589
H 0.9366 -3.3715 -5.1410
H -0.8388 -2.4843 -3.6920
H -1.1488 0.6124 -4.8184
H -2.0607 2.5178 -6.0663
H -3.0040 4.4636 -4.8553
H -3.0385 4.4619 -2.3649
H -2.1714 2.5537 -1.1265
S -1.5601 4.9618 0.3591
Sb -0.3810 3.2179 1.1839
S 1.0139 2.1911 -0.5049
S -1.7049 1.1571 1.0755
S 0.5852 3.3433 3.2194
F 1.4922 -0.0274 1.6834
C 2.3487 -1.0495 1.0915
F 1.9209 -0.8083 -0.3451
C 3.7179 -0.3888 1.0987
F 4.5435 -1.1295 0.3228
F 3.7972 0.8743 0.6586
F 4.1921 -0.4032 2.3520
*
```

The HOMO energy (spin up / spin down) comes out at -4.75 / -4.74 eV. As for the HOMO-LUMO gap (spin up / spin down): 6.053 / 6.656 eV. Its expectation value of S² is 0.78.

Results of the Löwdin charge analysis, in e, for atoms 1 through 8:
1 Cr -0.22
2 C -0.28
3 N -0.19
4 C -0.30
5 P 1.05
6 C -0.33
7 C -0.12
8 C -0.07


The following is a DFT calculation (ωB97M-V with the def2-TZVPD basis set) of 2 unconnected molecules or ions with the total composition C34H29NOP.

Geometry as ORCA input:
```
! wB97M-V def2-TZVPD RIJCOSX def2/J DEFGRID3
* xyz 1 1
C -0.8475 -3.2550 -2.2254
C 0.0354 -3.3026 -1.1424
C 0.7559 -2.1644 -0.7802
C 0.6004 -0.9748 -1.5108
P 1.5838 0.4676 -1.0337
C 3.1504 0.4486 -1.9175
C 4.0432 1.5176 -1.7188
C 5.1925 1.6063 -2.5007
C 5.4752 0.6151 -3.4465
C 4.6082 -0.4697 -3.6116
C 3.4492 -0.5654 -2.8439
C 0.7127 1.9403 -1.6287
C -0.1915 2.5321 -0.7398
C -0.9309 3.6495 -1.1246
C -0.7300 4.2081 -2.3936
C 0.2071 3.6469 -3.2684
C 0.9335 2.5121 -2.8943
C 1.7541 0.5258 0.7093
C 2.9770 0.6130 1.3753
N 3.9549 0.6834 2.0347
C -0.3183 -0.9180 -2.5719
C -1.0309 -2.0637 -2.9298
H -1.3993 -4.1507 -2.5174
H 0.1678 -4.2246 -0.5774
H 1.4398 -2.1900 0.0699
H 3.8300 2.2814 -0.9661
H 5.8663 2.4518 -2.3668
H 6.3791 0.6838 -4.0507
H 4.8301 -1.2490 -4.3407
H 2.7738 -1.4164 -2.9694
H -0.2936 2.1084 0.2571
H -1.6578 4.0739 -0.4317
H -1.3083 5.0814 -2.6963
H 0.3744 4.0860 -4.2530
H 1.6653 2.0777 -3.5781
H 0.8579 0.4432 1.3220
H -0.4707 0.0153 -3.1157
H -1.7331 -2.0182 -3.7636
C -4.5042 -4.3939 -0.0754
O -4.3367 -3.0319 -0.5220
C -3.6882 -2.1687 0.2982
C -3.6606 -0.8141 -0.1141
C -2.8512 0.0666 0.5464
C -2.0714 -0.3139 1.6858
C -1.3281 0.7158 2.3172
C -0.8513 0.8363 3.6513
C -0.5172 2.1628 4.0774
C -0.0014 2.4083 5.3365
C 0.2399 1.3412 6.2210
C -0.0916 0.0362 5.8263
C -0.6498 -0.2212 4.5797
C -2.1294 -1.6773 2.0737
C -2.9734 -2.5706 1.4523
H -5.1597 -4.8421 -0.8226
H -3.5377 -4.9232 -0.0544
H -4.9704 -4.4173 0.9203
H -4.2471 -0.5314 -0.9883
H -2.8115 1.1006 0.2097
H -1.3372 1.6686 1.7851
H -0.6852 2.9770 3.3696
H 0.2033 3.4362 5.6398
H 0.6537 1.5315 7.2099
H 0.0659 -0.7991 6.5129
H -0.9175 -1.2381 4.3113
H -1.5019 -2.0471 2.8736
H -3.0465 -3.5978 1.8202
*
```

The HOMO energy comes out at -9.51 eV. For the energy above the lowest of the compared OMol25 structures with the same formula, charge and spin, the calculation gives 68.1 kcal/mol. As for the HOMO-LUMO gap: 4.108 eV.

Results of the Löwdin charge analysis, in e, for atoms 1 through 8:
1 C -0.08
2 C -0.08
3 C -0.08
4 C -0.31
5 P 1.02
6 C -0.30
7 C -0.07
8 C -0.06


no.,energy (Eh)
1,-2083.2727
2,-9501.0474
3,-5427.3637
4,-1784.0546